No. 1
8 unconnected molecules or ions with the total composition C36H48N8O12 in a non-equilibrium geometry, computed with the ωB97M-V functional and the def2-TZVPD basis.

Each line ends with the Mulliken charge.
Element x y z (Å)
O 37.5753 -50.1563 2.5249  -0.593
N 37.7988 -51.3296 2.8373  0.843
O 37.4984 -52.1381 2.0127  -0.496
C 38.7009 -51.6393 3.9053  0.218
C 39.1547 -50.5169 4.9691  -0.769
C 40.2245 -51.0450 5.9250  -0.540
C 40.3601 -52.5484 6.2602  -0.387
C 39.7572 -53.4272 5.5608  -0.283
C 38.9128 -53.1248 4.2945  -0.227
H 38.9415 -49.6420 4.7885  0.640
H 40.6631 -50.3587 6.4470  0.513
H 41.1555 -52.7314 6.9316  0.390
H 39.7799 -54.5601 5.7780  0.253
H 38.4867 -53.8600 3.5944  0.429
O 32.9209 -62.7282 -7.1997  -0.541
N 32.2864 -63.3228 -6.2392  0.838
O 31.7357 -64.3808 -6.4305  -0.539
C 32.6447 -62.8820 -4.8133  0.162
C 33.7535 -61.7730 -4.6396  -0.292
C 34.1918 -61.4923 -3.1842  -0.448
C 33.3772 -61.9707 -2.0686  0.026
C 32.3525 -62.9436 -2.2835  -0.524
C 31.9201 -63.4341 -3.6815  -0.615
H 34.1401 -61.1313 -5.3958  0.608
H 34.9012 -60.6111 -3.0464  0.266
H 33.4949 -61.6236 -0.9411  0.189
H 31.7990 -63.2078 -1.3992  0.363
H 31.1384 -64.1384 -3.6915  0.495
O 34.5229 -58.6036 -1.6917  -0.374
N 33.7551 -58.2365 -0.7540  1.031
O 32.7994 -58.8790 -0.3745  -0.578
C 34.3246 -57.3689 0.3229  -0.830
C 33.7534 -57.3991 1.8078  -0.030
C 34.2562 -56.4784 2.8748  -0.837
C 35.4083 -55.5752 2.4451  -0.891
C 35.8099 -55.4686 1.1228  -0.064
C 35.2643 -56.2470 -0.0011  0.297
H 33.0268 -58.1452 2.0451  0.608
H 33.9697 -56.6374 3.9050  0.739
H 35.7911 -54.9957 3.1884  0.575
H 36.5786 -54.6316 0.8789  0.171
H 35.3195 -55.7558 -0.9761  0.182
O 32.5850 -57.4075 8.9399  -0.529
N 31.7467 -57.6575 7.9873  0.818
O 30.5131 -57.7291 8.1965  -0.529
C 32.2358 -58.3937 6.8867  0.145
C 33.7116 -58.3303 6.4672  -0.787
C 34.0543 -59.1615 5.1978  -0.587
C 33.0253 -59.9888 4.4230  -0.652
C 31.7376 -59.9229 4.7029  -0.257
C 31.2105 -59.0854 5.9434  -0.146
H 34.3319 -57.7249 6.8369  0.722
H 35.0425 -59.3226 5.0059  0.585
H 33.3588 -60.8359 3.8702  0.476
H 31.0113 -60.5002 4.1351  0.394
H 30.0747 -58.9794 6.2169  0.332
C 35.2659 -53.2305 -1.9445  -1.234
N 35.3632 -51.7846 -2.0001  0.072
C 36.5136 -51.1870 -1.4743  -0.927
C 34.3091 -51.1064 -2.5509  0.080
O 34.4237 -49.8996 -2.8112  -0.613
H 35.5668 -53.4167 -2.8492  0.821
H 34.4150 -53.8334 -1.7008  0.479
H 35.9690 -53.7866 -1.2266  0.028
H 36.5780 -50.1614 -1.8801  0.364
H 37.3758 -51.6997 -1.8496  0.319
H 36.4107 -51.0596 -0.3026  0.245
H 33.5311 -51.7519 -2.8769  0.375
C 31.7077 -58.7961 -4.3586  -0.689
N 32.7237 -58.4040 -5.3298  0.022
C 32.4603 -58.6772 -6.8468  -0.794
C 33.9632 -58.0291 -5.0214  0.059
O 35.0091 -58.2070 -5.7496  -0.693
H 30.8373 -58.2601 -4.4044  0.379
H 32.1747 -58.6171 -3.4931  0.085
H 31.5750 -59.8358 -4.4498  0.343
H 32.4852 -57.7477 -7.3811  0.297
H 31.4925 -59.2250 -6.7218  0.329
H 33.3640 -59.3711 -7.1507  0.252
H 34.0995 -57.5793 -4.0613  0.426
C 39.9872 -57.3139 -4.7888  -1.138
N 39.1097 -56.7373 -3.8150  0.133
C 39.6257 -55.5495 -3.1096  -0.919
C 37.8243 -57.0296 -3.7273  -0.109
O 37.0537 -56.5859 -2.8910  -0.641
H 39.5726 -58.1573 -5.2558  0.360
H 40.7802 -57.7221 -3.9967  0.425
H 40.0927 -56.7117 -5.6107  0.366
H 39.3822 -55.7052 -2.0446  0.267
H 39.2542 -54.6106 -3.3177  0.314
H 40.6508 -55.6196 -3.3460  0.374
H 37.5870 -57.7919 -4.2072  0.559
C 30.6459 -54.1874 5.3345  -0.854
N 30.0163 -55.2820 4.6707  0.119
C 28.8118 -55.9086 5.2134  -1.251
C 30.7494 -55.8888 3.5712  0.253
O 30.3684 -56.8605 2.9099  -0.613
H 30.4414 -54.4746 6.5511  0.180
H 29.9511 -53.4900 5.2695  0.500
H 31.7587 -53.8391 4.9710  0.234
H 28.7785 -56.7989 4.8656  0.437
H 27.9624 -55.6450 4.8439  0.504
H 28.8011 -55.8226 6.2922  0.344
H 31.7269 -55.3840 3.3492  0.171

Cartesian forces (eV/Å) of the 3 atoms listed first:
0.21 0.63 2.29
0.97 3.01 -2.66
-0.63 -3.57 -0.17

Computed properties:
LUMO, Eh: -0.0629
DFT total energy, a.u.: -2740.3799
HOMO-LUMO gap, eV: 7.113
Energy relative to the best compared isomer or geometry (same formula, charge and spin), kcal per mole: 441.7
SMILES: O=[N+]([O-])c1ccccc1.O=[N+]([O-])c1ccccc1.O=[N+]([O-])c1ccccc1.O=[N+]([O-])c1ccccc1.CN(C)C=O.CN(C)C=O.CN(C)C=O.CN(C)C=O
HOMO energy, eV: -8.82

No. 2
2 unconnected molecules or ions with the total composition C7H18N5O2 in a non-equilibrium geometry, computed with the ωB97M-V functional and the def2-TZVPD basis.

Each line ends with the Mulliken charge.
Element x y z (Å)
C 0.5896 -0.3666 1.8447  -1.145
C -0.1881 0.8615 1.4565  0.920
N 0.1086 1.4521 0.3971  -0.524
C -1.3052 1.3960 2.3629  -1.003
N -2.5697 1.6939 1.6561  -0.126
C -3.2006 0.5677 1.2080  0.073
N -2.8284 -0.1242 0.0989  -0.253
N -4.2128 0.1820 1.9820  -0.017
O -4.4444 -1.1769 1.9053  -0.343
H 0.3223 -1.1341 1.1191  0.308
H 1.6355 -0.1442 1.6695  0.305
H 0.3852 -0.6859 2.8588  0.381
H -0.4669 2.2865 0.2762  0.201
H -0.9707 2.2862 2.8874  0.363
H -1.5332 0.6573 3.1316  0.337
H -2.4859 2.4032 0.9324  0.373
H -2.9999 0.2119 -0.8385  0.220
H -2.2812 -0.9694 0.1794  0.223
H -5.0660 0.7115 1.7894  0.356
H -3.7950 -1.5921 2.4925  0.380
C 2.8811 -1.6263 -3.6903  -1.361
C 1.9596 -1.1752 -2.5858  0.877
O 0.7969 -1.5554 -2.5086  -0.662
N 2.4518 -0.3203 -1.6553  -0.021
C 3.7837 0.2490 -1.5559  -0.917
H 2.3387 -2.3014 -4.3448  0.293
H 3.2220 -0.7719 -4.2760  0.370
H 3.7404 -2.1560 -3.2780  0.361
H 1.7666 -0.0662 -0.9591  0.087
H 4.2285 -0.0354 -0.6007  0.279
H 3.7140 1.3372 -1.5938  0.299
H 4.4235 -0.0945 -2.3610  0.365

Cartesian forces (eV/Å) of the 3 atoms listed first:
-0.47 0.41 -0.42
-0.22 0.01 0.77
0.31 0.63 -0.87

Computed properties:
Total charge: +1
LUMO, Eh: -0.2209
DFT total energy, a.u.: -701.4046
HOMO-LUMO gap, eV: 5.490
HOMO energy, eV: -11.50

No. 3
A molecular structure, C4H4ORb in a non-equilibrium geometry, computed with the ωB97M-V functional and the def2-TZVPD basis.

Each line ends with the Mulliken charge.
Element x y z (Å)
C 0.7322 -1.7631 0.5484  -0.489
C -0.1169 -1.4071 -0.4594  -0.364
C -0.6618 -0.1013 -0.0965  -0.240
C -0.0081 1.0903 -0.3419  -0.172
O -0.4584 2.2202 -0.6450  -0.542
Rb 0.8693 5.9980 -0.3326  0.720
H 0.5479 -2.6619 1.1395  0.239
H 1.6276 -1.1789 0.7805  0.279
H -0.8279 -2.1456 -0.8443  0.230
H -1.7040 -0.0506 0.2511  0.339

Cartesian forces (eV/Å) of the 3 atoms listed first:
0.50 -1.68 -1.18
-0.06 -1.14 3.58
0.71 3.61 -2.36

Computed properties:
LUMO (alpha / beta), Eh: -0.0504 / -0.0421
DFT total energy, a.u.: -253.8909
HOMO-LUMO gap (alpha / beta), eV: 2.453 / 3.692
Multiplicity: 2
Energy relative to the best compared isomer or geometry (same formula, charge and spin), kcal per mole: 37.7
HOMO energy (alpha / beta), eV: -3.82 / -4.84

No. 4
3 unconnected molecules or ions with the total composition C2H2Si in a non-equilibrium geometry, computed with the ωB97M-V functional and the def2-TZVPD basis.

Each line ends with the Mulliken charge.
Element x y z (Å)
C -2.0552 -0.1401 -0.8571  0.055
C -1.1311 -0.3203 -1.6510  -0.108
Si 0.6281 0.0194 -1.8213  0.050
H 0.9787 0.0033 1.7881  -0.139
H 1.5796 0.4376 2.5413  0.142

Cartesian forces (eV/Å) of the 3 atoms listed first:
-0.53 -0.01 0.20
0.45 0.06 -0.05
0.09 -0.04 -0.14

Computed properties:
LUMO (alpha / beta), Eh: -0.0437 / -0.1152
DFT total energy, a.u.: -366.5578
HOMO-LUMO gap (alpha / beta), eV: 5.887 / 7.448
Multiplicity: 3
Energy relative to the best compared isomer or geometry (same formula, charge and spin), kcal per mole: 38.3
HOMO energy (alpha / beta), eV: -7.08 / -10.58

No. 5
2 unconnected molecules or ions with the total composition C11H17NO2 in a non-equilibrium geometry, computed with the ωB97M-V functional and the def2-TZVPD basis.

Each line ends with the Mulliken charge.
Element x y z (Å)
C 3.4330 -0.7242 -0.9109  -1.341
C 2.3734 0.3157 -0.5833  -0.335
C 1.1536 0.1608 -1.4519  0.434
C 0.5506 -1.0513 -1.7355  -0.346
C -0.6085 -1.1092 -2.4899  -0.643
C -1.1202 0.0097 -3.1303  0.886
O -2.1695 -0.0128 -3.9921  -0.545
C -0.5706 1.2386 -2.8232  -0.700
C 0.5617 1.2837 -2.0293  -0.394
H 4.3850 -0.5448 -0.4127  0.404
H 3.5558 -0.7787 -1.9972  0.352
H 3.1490 -1.7514 -0.6413  0.277
H 2.1495 0.2992 0.4879  0.157
H 2.7893 1.3165 -0.7256  0.353
H 1.0636 -1.9746 -1.4883  0.233
H -0.9664 -2.1001 -2.7405  0.240
H -2.4589 -0.9038 -4.2067  0.289
H -0.8793 2.1427 -3.3274  0.380
H 0.9343 2.2605 -1.7744  0.300
C -0.4010 -0.7533 2.8525  -1.199
C -0.8356 0.6771 2.5891  0.021
C -2.1114 1.1408 3.2714  0.318
N -3.0288 0.1273 3.4204  -0.329
O -2.3455 2.2586 3.6648  -0.610
H -0.3098 -0.9439 3.9197  0.333
H 0.5528 -0.9336 2.3613  0.274
H -1.0909 -1.4946 2.4506  0.355
H -0.0215 1.2368 3.0543  0.243
H -0.8571 0.9809 1.5406  0.182
H -3.8310 0.3256 3.9989  0.223
H -3.0456 -0.6982 2.8491  0.187

Cartesian forces (eV/Å) of the 3 atoms listed first:
0.03 -0.73 -0.24
0.35 0.01 0.09
-0.38 0.65 0.07

Computed properties:
LUMO, Eh: 0.0232
DFT total energy, a.u.: -634.5929
HOMO-LUMO gap, eV: 9.183
Energy relative to the best compared isomer or geometry (same formula, charge and spin), kcal per mole: 3.2
SMILES: CCc1ccc(O)cc1.CCC(N)=O
HOMO energy, eV: -8.55